Computed, not measured: 9 unconnected molecules or ions with the total composition C28H77N2O13PS9, with the ωB97M-V functional and the def2-TZVPD basis.

As for the molecular weight: 969.5 g mol⁻¹. The value obtained for the orbital gap is 8.5 eV. The LUMO energy comes out at 0.4053 eV. As for the spin multiplicity: 1. For the HOMO energy, the calculation gives -8.10 eV. The value obtained for the total energy is -166679.4562 eV.

Bonds (Å) are listed after each position.
Cartesian coordinates (Å):
1 C 4.60 -0.73 0.94  C2 1.518, H22 1.092, H23 1.086, H24 1.085
2 C 4.17 0.72 0.95  C1 1.518, O3 1.412, H25 1.098, H26 1.095
3 O 2.78 0.81 1.18  C2 1.412, C4 1.420
4 C 2.31 2.15 1.10  O3 1.420, C5 1.525, H27 1.097, H28 1.092
5 C 0.80 2.16 0.88  C4 1.525, C6 1.522, H29 1.092, H30 1.089
6 C 0.43 3.16 -0.21  C5 1.522, C7 1.512, O8 1.430, H31 1.091
7 C 0.65 2.57 -1.59  C6 1.512, H32 1.089, H33 1.097, H34 1.087
8 O -0.87 3.72 -0.05  C6 1.430, C9 1.384
9 C -1.95 2.89 -0.27  O8 1.384, P10 1.880, C12 1.550, H35 1.095
10 P -2.67 3.33 -1.95  C9 1.880, O11 1.475, H36 1.403, H37 1.412
11 O -1.96 4.38 -2.70  P10 1.475
12 C -2.97 3.06 0.89  C9 1.550, O13 1.412, C14 1.522, N16 1.468
13 O -3.34 4.41 1.01  C12 1.412, H38 0.960
14 C -2.22 2.68 2.16  C12 1.522, N15 1.466, H39 1.093, H40 1.088
15 N -2.97 2.70 3.42  C14 1.466, H41 1.017, H42 1.016
16 N -4.17 2.30 0.51  C12 1.468, O17 1.404, C18 1.431
17 O -5.23 2.50 1.40  N16 1.404, H43 0.968
18 C -4.10 0.94 0.07  N16 1.431, S19 1.853, H44 1.090, H45 1.085
19 S -3.65 -0.26 1.40  C18 1.853, C20 1.821
20 C -2.87 -1.61 0.46  S19 1.821, C21 1.525, H46 1.088, H47 1.090
21 C -3.22 -2.95 1.10  C20 1.525, H48 1.087, H49 1.088, H50 1.088
22 H 3.74 -1.32 0.63  C1 1.092
23 H 4.90 -1.08 1.93  C1 1.086
24 H 5.40 -0.91 0.23  C1 1.085
25 H 4.71 1.27 1.74  C2 1.098
26 H 4.42 1.21 0.00  C2 1.095
27 H 2.55 2.66 2.03  C4 1.097
28 H 2.83 2.67 0.30  C4 1.092
29 H 0.50 1.15 0.60  C5 1.092
30 H 0.30 2.42 1.81  C5 1.089
31 H 1.10 4.02 -0.11  C6 1.091
32 H 1.69 2.25 -1.70  C7 1.089
33 H 0.03 1.67 -1.72  C7 1.097
34 H 0.38 3.28 -2.36  C7 1.087
35 H -1.66 1.84 -0.31  C9 1.095
36 H -4.04 3.60 -1.74  P10 1.403
37 H -2.71 2.10 -2.64  P10 1.412
38 H -4.12 4.55 0.47  O13 0.960
39 H -1.72 1.72 2.00  C14 1.093
40 H -1.44 3.43 2.26  C14 1.088
41 H -2.26 2.51 4.12  N15 1.017
42 H -3.57 1.88 3.46  N15 1.016
43 H -5.21 1.80 2.06  O17 0.968
44 H -5.07 0.66 -0.33  C18 1.090
45 H -3.37 0.84 -0.73  C18 1.085
46 H -1.80 -1.43 0.42  C20 1.088
47 H -3.28 -1.57 -0.55  C20 1.090
48 H -2.57 -3.74 0.73  C21 1.087
49 H -3.15 -2.87 2.18  C21 1.088
50 H -4.24 -3.20 0.82  C21 1.088
51 C 5.04 -4.45 0.64  S52 1.796, H55 1.088, H56 1.090, H57 1.090
52 S 6.64 -4.20 1.43  C51 1.796, O53 1.484, C54 1.797
53 O 7.07 -2.82 1.10  S52 1.484
54 C 7.56 -5.30 0.36  S52 1.797, H58 1.090, H59 1.090, H60 1.088
55 H 4.32 -3.81 1.14  C51 1.088
56 H 5.11 -4.18 -0.41  C51 1.090
57 H 4.75 -5.50 0.76  C51 1.090
58 H 7.45 -4.97 -0.67  C54 1.090
59 H 7.20 -6.32 0.49  C54 1.090
60 H 8.61 -5.24 0.66  C54 1.088
61 C 6.57 4.03 -1.18  S62 1.792, H65 1.088, H66 1.090, H67 1.091
62 S 5.12 4.33 -2.19  C61 1.792, O63 1.488, C64 1.795
63 O 4.06 3.44 -1.65  S62 1.488
64 C 5.76 3.54 -3.67  S62 1.795, H68 1.090, H69 1.090, H70 1.088
65 H 6.37 4.42 -0.18  C61 1.088
66 H 6.75 2.95 -1.12  C61 1.090
67 H 7.44 4.53 -1.61  C61 1.091
68 H 6.01 2.50 -3.44  C64 1.090
69 H 6.63 4.08 -4.02  C64 1.090
70 H 4.97 3.57 -4.42  C64 1.088
71 C 10.32 1.82 -0.37  S72 1.796, H75 1.088, H76 1.090, H77 1.090
72 S 11.05 2.64 -1.80  C71 1.796, O73 1.487, C74 1.797
73 O 10.23 3.85 -2.04  S72 1.487
74 C 10.52 1.41 -3.00  S72 1.797, H78 1.090, H79 1.090, H80 1.088
75 H 10.50 2.45 0.49  C71 1.088
76 H 9.25 1.70 -0.53  C71 1.090
77 H 10.80 0.85 -0.23  C71 1.090
78 H 9.44 1.32 -2.97  C74 1.090
79 H 11.00 0.46 -2.78  C74 1.090
80 H 10.84 1.76 -3.98  C74 1.088
81 C -6.72 -3.83 -3.50  S82 1.797, H85 1.088, H86 1.090, H87 1.090
82 S -5.21 -3.10 -2.88  C81 1.797, O83 1.492, C84 1.788
83 O -5.06 -3.55 -1.47  S82 1.492
84 C -5.82 -1.42 -2.84  S82 1.788, H88 1.088, H89 1.089, H90 1.088
85 H -6.57 -4.91 -3.55  C81 1.088
86 H -7.54 -3.61 -2.81  C81 1.090
87 H -6.94 -3.44 -4.49  C81 1.090
88 H -6.70 -1.36 -2.21  C84 1.088
89 H -6.05 -1.10 -3.86  C84 1.089
90 H -5.03 -0.79 -2.44  C84 1.088
91 C -7.84 3.88 -2.32  S92 1.796, H95 1.088, H96 1.090, H97 1.090
92 S -7.43 2.60 -1.14  C91 1.796, O93 1.489, C94 1.793
93 O -7.67 1.30 -1.83  S92 1.489
94 C -8.83 2.87 -0.06  S92 1.793, H98 1.090, H99 1.090, H100 1.088
95 H -7.09 3.85 -3.11  C91 1.088
96 H -8.83 3.69 -2.74  C91 1.090
97 H -7.81 4.85 -1.83  C91 1.090
98 H -9.75 2.75 -0.63  C94 1.090
99 H -8.76 3.86 0.38  C94 1.090
100 H -8.78 2.12 0.73  C94 1.088
101 C -3.27 -7.69 3.05  S102 1.798, H105 1.088, H106 1.090, H107 1.090
102 S -3.41 -5.90 2.98  C101 1.798, O103 1.485, C104 1.796
103 O -2.06 -5.37 3.28  S102 1.485
104 C -4.39 -5.73 4.48  S102 1.796, H108 1.090, H109 1.090, H110 1.088
105 H -2.65 -8.01 2.21  C101 1.088
106 H -2.80 -7.98 3.99  C101 1.090
107 H -4.26 -8.14 2.96  C101 1.090
108 H -3.84 -6.16 5.31  C104 1.090
109 H -5.35 -6.24 4.34  C104 1.090
110 H -4.55 -4.67 4.64  C104 1.088
111 C 2.35 2.56 5.19  S112 1.794, H115 1.088, H116 1.090, H117 1.090
112 S 0.62 2.52 5.64  C111 1.794, O113 1.488, C114 1.795
113 O -0.13 2.91 4.42  S112 1.488
114 C 0.65 3.96 6.71  S112 1.795, H118 1.090, H119 1.090, H120 1.088
115 H 2.52 1.76 4.47  C111 1.088
116 H 2.58 3.52 4.73  C111 1.090
117 H 2.97 2.40 6.08  C111 1.090
118 H 1.00 4.82 6.14  C114 1.090
119 H 1.30 3.76 7.56  C114 1.090
120 H -0.37 4.13 7.05  C114 1.088
121 C -1.61 -4.84 -3.04  S122 1.798, H125 1.088, H126 1.090, H127 1.090
122 S -1.06 -4.16 -4.61  C121 1.798, O123 1.483, C124 1.798
123 O -2.07 -3.13 -4.99  S122 1.483
124 C -1.42 -5.62 -5.59  S122 1.798, H128 1.090, H129 1.090, H130 1.088
125 H -1.51 -4.06 -2.29  C121 1.088
126 H -2.65 -5.15 -3.11  C121 1.090
127 H -0.97 -5.69 -2.77  C121 1.090
128 H -2.48 -5.88 -5.48  C124 1.090
129 H -0.79 -6.45 -5.26  C124 1.090
130 H -1.21 -5.38 -6.62  C124 1.088

=====

Computed, not measured: 7 unconnected molecules or ions with the total composition C28H77N7O7 in a non-equilibrium geometry, with the ωB97M-V functional and the def2-TZVPD basis.

As for the molecular weight: 624.0 g mol⁻¹. The value obtained for the orbital gap is 9.3 eV. As for the energy above the lowest of the compared OMol25 structures with the same formula, charge and spin: 3.3299 eV. The SMILES is COC[C@H](C)N.COC[C@H](C)N.COC[C@H](C)N.COC[C@H](C)N.COC[C@H](C)N.COC[C@H](C)N.COC[C@H](C)N. The LUMO energy comes out at 0.3964 eV. As for the spin multiplicity: 1. For the HOMO energy, the calculation gives -8.86 eV. The value obtained for the total energy is -55041.8054 eV.

Bonds (Å) are listed after each position.
Cartesian coordinates (Å):
1 C -9.31 -34.64 -15.74  C2 1.533, H7 1.090, H8 1.090, H9 1.090
2 C -9.30 -34.04 -17.15  C1 1.533, C3 1.574, N6 1.472, H10 1.090
3 C -9.94 -35.01 -18.20  C2 1.574, O4 1.413, H11 1.090, H12 1.090
4 O -10.15 -34.48 -19.50  C3 1.413, C5 1.387
5 C -10.60 -35.37 -20.47  O4 1.387, H13 1.090, H14 1.090, H15 1.090
6 N -10.12 -32.82 -17.07  C2 1.472, H16 1.010, H17 1.010
7 H -10.26 -34.52 -15.21  C1 1.090
8 H -8.52 -34.30 -15.07  C1 1.090
9 H -9.15 -35.72 -15.73  C1 1.090
10 H -8.27 -33.90 -17.50  C2 1.090
11 H -10.95 -35.27 -17.87  C3 1.090
12 H -9.36 -35.92 -18.32  C3 1.090
13 H -10.82 -34.82 -21.39  C5 1.090
14 H -11.57 -35.81 -20.27  C5 1.090
15 H -9.87 -36.13 -20.76  C5 1.090
16 H -11.06 -33.08 -16.83  N6 1.010
17 H -10.22 -32.49 -18.03  N6 1.010
18 C -5.05 -26.60 -18.63  C19 1.505, H24 1.090, H25 1.090, H26 1.090
19 C -5.99 -27.32 -19.56  C18 1.505, C20 1.534, N23 1.472, H27 1.090
20 C -5.63 -28.80 -19.67  C19 1.534, O21 1.452, H28 1.090, H29 1.090
21 O -6.16 -29.42 -20.87  C20 1.452, C22 1.401
22 C -5.96 -30.79 -21.02  O21 1.401, H30 1.090, H31 1.090, H32 1.090
23 N -7.39 -27.08 -19.20  C19 1.472, H33 1.010, H34 1.010
24 H -5.27 -25.54 -18.73  C18 1.090
25 H -4.04 -26.77 -19.00  C18 1.090
26 H -5.19 -26.91 -17.59  C18 1.090
27 H -6.01 -26.99 -20.60  C19 1.090
28 H -5.96 -29.42 -18.83  C20 1.090
29 H -4.55 -28.95 -19.70  C20 1.090
30 H -4.90 -30.99 -21.18  C22 1.090
31 H -6.55 -31.23 -21.82  C22 1.090
32 H -6.27 -31.29 -20.09  C22 1.090
33 H -7.52 -27.32 -18.23  N23 1.010
34 H -8.08 -27.64 -19.68  N23 1.010
35 C -11.83 -27.98 -23.39  C36 1.492, H41 1.090, H42 1.090, H43 1.090
36 C -11.42 -29.40 -23.61  C35 1.492, C37 1.544, N40 1.449, H44 1.090
37 C -10.57 -29.69 -24.87  C36 1.544, O38 1.381, H45 1.090, H46 1.090
38 O -11.34 -29.32 -25.96  C37 1.381, C39 1.425
39 C -10.83 -29.80 -27.20  O38 1.425, H47 1.090, H48 1.090, H49 1.090
40 N -10.82 -29.89 -22.38  C36 1.449, H50 1.010, H51 1.010
41 H -12.39 -27.87 -22.46  C35 1.090
42 H -12.45 -27.66 -24.23  C35 1.090
43 H -10.96 -27.32 -23.32  C35 1.090
44 H -12.33 -29.93 -23.87  C36 1.090
45 H -10.45 -30.77 -24.87  C37 1.090
46 H -9.64 -29.13 -24.83  C37 1.090
47 H -10.83 -30.89 -27.13  C39 1.090
48 H -9.79 -29.53 -27.38  C39 1.090
49 H -11.48 -29.63 -28.06  C39 1.090
50 H -9.85 -29.73 -22.65  N40 1.010
51 H -10.87 -30.89 -22.30  N40 1.010
52 C -13.22 -17.53 -23.03  C53 1.527, H58 1.090, H59 1.090, H60 1.090
53 C -12.59 -18.31 -21.88  C52 1.527, C54 1.552, N57 1.440, H61 1.090
54 C -11.41 -19.20 -22.34  C53 1.552, O55 1.459, H62 1.090, H63 1.090
55 O -10.66 -19.75 -21.22  C54 1.459, C56 1.446
56 C -11.32 -20.72 -20.37  O55 1.446, H64 1.090, H65 1.090, H66 1.090
57 N -12.01 -17.37 -20.96  C53 1.440, H67 1.010, H68 1.010
58 H -13.89 -16.75 -22.67  C52 1.090
59 H -13.71 -18.21 -23.73  C52 1.090
60 H -12.46 -16.97 -23.57  C52 1.090
61 H -13.35 -18.97 -21.46  C53 1.090
62 H -10.73 -18.69 -23.02  C54 1.090
63 H -11.85 -20.05 -22.87  C54 1.090
64 H -12.14 -20.30 -19.79  C56 1.090
65 H -10.55 -21.07 -19.69  C56 1.090
66 H -11.81 -21.51 -20.95  C56 1.090
67 H -11.40 -17.91 -20.36  N57 1.010
68 H -11.49 -16.64 -21.44  N57 1.010
69 C -17.80 -28.07 -22.73  C70 1.503, H75 1.090, H76 1.090, H77 1.090
70 C -18.77 -28.64 -21.73  C69 1.503, C71 1.533, N74 1.498, H78 1.090
71 C -18.02 -29.35 -20.60  C70 1.533, O72 1.448, H79 1.090, H80 1.090
72 O -17.37 -30.46 -21.26  C71 1.448, C73 1.408
73 C -16.59 -31.24 -20.39  O72 1.408, H81 1.090, H82 1.090, H83 1.090
74 N -19.62 -27.54 -21.19  C70 1.498, H84 1.010, H85 1.010
75 H -17.34 -28.86 -23.31  C69 1.090
76 H -17.08 -27.46 -22.18  C69 1.090
77 H -18.30 -27.45 -23.49  C69 1.090
78 H -19.41 -29.41 -22.15  C70 1.090
79 H -18.77 -29.72 -19.91  C71 1.090
80 H -17.28 -28.81 -20.01  C71 1.090
81 H -17.19 -31.84 -19.71  C73 1.090
82 H -15.86 -30.66 -19.81  C73 1.090
83 H -16.00 -31.93 -20.99  C73 1.090
84 H -19.03 -26.90 -20.67  N74 1.010
85 H -20.29 -27.90 -20.52  N74 1.010
86 C -9.22 -27.00 -35.74  C87 1.556, H92 1.090, H93 1.090, H94 1.090
87 C -7.84 -26.29 -35.80  C86 1.556, C88 1.549, N91 1.461, H95 1.090
88 C -7.12 -26.37 -37.16  C87 1.549, O89 1.449, H96 1.090, H97 1.090
89 O -6.83 -27.77 -37.40  C88 1.449, C90 1.416
90 C -6.25 -28.03 -38.66  O89 1.416, H98 1.090, H99 1.090, H100 1.090
91 N -7.98 -24.86 -35.52  C87 1.461, H101 1.010, H102 1.010
92 H -9.54 -26.86 -34.70  C86 1.090
93 H -9.15 -28.08 -35.89  C86 1.090
94 H -9.82 -26.49 -36.49  C86 1.090
95 H -7.22 -26.68 -34.99  C87 1.090
96 H -6.24 -25.73 -37.16  C88 1.090
97 H -7.76 -25.97 -37.94  C88 1.090
98 H -5.79 -29.01 -38.55  C90 1.090
99 H -5.34 -27.44 -38.78  C90 1.090
100 H -6.92 -27.92 -39.52  C90 1.090
101 H -8.40 -24.71 -34.62  N91 1.010
102 H -8.78 -24.54 -36.05  N91 1.010
103 C -10.10 -23.46 -28.48  C104 1.558, H109 1.090, H110 1.090, H111 1.090
104 C -8.64 -22.94 -28.62  C103 1.558, C105 1.544, N108 1.462, H112 1.090
105 C -7.66 -24.14 -28.54  C104 1.544, O106 1.470, H113 1.090, H114 1.090
106 O -6.25 -23.73 -28.59  C105 1.470, C107 1.431
107 C -5.31 -24.77 -28.90  O106 1.431, H115 1.090, H116 1.090, H117 1.090
108 N -8.57 -22.27 -29.92  C104 1.462, H118 1.010, H119 1.010
109 H -10.25 -24.13 -27.63  C103 1.090
110 H -10.37 -24.10 -29.31  C103 1.090
111 H -10.78 -22.62 -28.56  C103 1.090
112 H -8.35 -22.23 -27.85  C104 1.090
113 H -7.92 -24.83 -29.35  C105 1.090
114 H -7.82 -24.68 -27.62  C105 1.090
115 H -5.39 -25.67 -28.29  C107 1.090
116 H -4.26 -24.48 -28.82  C107 1.090
117 H -5.40 -25.15 -29.92  C107 1.090
118 H -7.60 -22.01 -29.97  N108 1.010
119 H -9.05 -21.39 -29.83  N108 1.010